Density functional theory data (the ωB97M-V functional and the def2-TZVPD basis) for a molecular structure, C37H32BrFN14O3S2Ta.

Atoms and positions in Å:
Ta: 0.7577 2.7900 0.5959
Br: 0.4448 -4.5153 2.6480
C: 0.9474 -2.8376 1.9073
C: 0.6413 -1.6595 2.5648
C: 0.9715 -0.4435 1.9910
C: 1.5896 -0.3563 0.7323
C: 1.9887 -1.5805 0.1570
C: 1.6594 -2.7956 0.7251
N: 1.7083 0.8769 0.0771
C: 2.4028 0.8835 -1.1025
C: 2.5871 2.0050 -1.8170
C: 3.3092 2.0996 -3.0645
C: 3.3453 3.2256 -3.7719
C: 2.5859 4.4305 -3.3175
C: 2.1776 4.2857 -1.8757
N: 2.0473 3.1709 -1.2358
H: 0.1536 -1.6795 3.5308
H: 0.7473 0.4568 2.5396
H: 2.5434 -1.6285 -0.7638
H: 1.9679 -3.7113 0.2383
H: 2.8020 -0.0324 -1.5008
H: 3.8437 1.2192 -3.3959
H: 3.9159 3.3183 -4.6844
H: 1.6643 4.5781 -3.9047
H: 1.6865 5.4258 -0.2536
N: -0.1444 6.5034 -1.5347
C: 1.1223 6.3370 -2.0317
N: 1.5169 6.8686 -3.1191
N: 2.9007 6.7593 -3.3632
N: 3.4179 5.6549 -3.4729
N: 1.8827 5.4559 -1.2600
C: -0.8966 5.4471 -1.0239
N: -2.2061 5.5326 -1.0589
N: -2.6582 4.3885 -0.5284
N: -1.6880 3.6356 -0.2065
N: -0.5016 4.2549 -0.4994
H: -0.7107 7.2033 -1.9958
F: -0.0865 -3.0046 -3.1679
C: -0.8845 -2.6623 -2.1291
C: -0.8440 -1.3688 -1.6904
C: -1.5651 -0.9894 -0.5611
C: -1.3836 0.3598 -0.0180
O: -0.6627 1.1820 -0.6061
C: -2.0732 0.5990 1.2169
C: -2.9082 -0.3358 1.7375
N: -3.0623 -1.5782 1.2379
C: -3.9726 -2.5066 1.8685
C: -3.4162 -3.6715 2.6380
C: -4.0715 -2.5334 3.3616
C: -2.3503 -1.9437 0.1003
C: -2.3961 -3.2534 -0.3841
C: -1.6530 -3.6410 -1.4861
N: -1.6981 -5.0064 -1.8806
C: -1.2297 -5.4136 -3.1951
C: -2.0099 -6.6740 -3.5988
N: -2.4898 -7.3523 -2.3446
C: -1.3899 -7.3680 -1.3281
C: -1.2036 -5.9255 -0.8466
C: -1.8195 1.8329 1.9959
O: -2.5964 2.4095 2.6940
O: -0.5280 2.1893 1.8835
H: -0.2079 -0.6451 -2.1826
H: -3.4806 -0.1073 2.6260
H: -4.8851 -2.6629 1.3046
H: -2.3396 -3.7380 2.7031
H: -3.9412 -4.6148 2.5756
H: -3.4268 -1.8824 3.9333
H: -5.0554 -2.6780 3.7822
H: -3.0250 -3.9715 0.1177
H: -0.1499 -5.5998 -3.2158
H: -1.4387 -4.6415 -3.9288
H: -1.3890 -7.3925 -4.1312
H: -2.8920 -6.4483 -4.1946
H: -2.8406 -8.2883 -2.5450
H: -3.2602 -6.7932 -1.9699
H: -0.5141 -7.7668 -1.8370
H: -1.6646 -8.0419 -0.5203
H: -0.1457 -5.7554 -0.6152
H: -1.7596 -5.7748 0.0761
S: 0.9574 4.9459 1.7228
C: 2.2204 4.9247 2.9358
C: 2.4359 6.0101 3.7788
C: 3.4473 5.9431 4.7212
C: 4.2413 4.8047 4.8212
C: 4.0304 3.7277 3.9794
C: 3.0117 3.7893 3.0332
S: 2.7280 2.4681 1.9184
H: 1.8147 6.8915 3.6960
H: 3.6189 6.7812 5.3828
H: 5.0304 4.7612 5.5597
H: 4.6503 2.8439 4.0504

Computed properties:
**Spin multiplicity**: 1
**Orbital gap**: 5.53 eV
**LUMO level**: -3.39 eV
**ΔE to the lowest compared entry with this formula, charge and spin**: 41.7 kcal per mole
**Electronic energy**: -5948.57148 hartree
**Charge**: +1
**HOMO energy**: -0.328 Ha

Here are the Löwdin charges for atoms 1 to 8, given in e: Ta 1.51; Br 0.74; C -0.69; C -0.11; C -0.05; C -0.28; C -0.03; C -0.14

=====

Density functional theory data (the ωB97M-V functional and the def2-TZVPD basis) for 4 unconnected molecules or ions with the total composition C37H32FN2O9PS.

Atoms and positions in Å:
C: 1.7914 -1.2895 3.4466
C: 1.0959 -0.4785 2.3317
P: -0.7121 -0.8596 2.3681
C: -1.2672 0.2079 3.7813
C: -1.3584 0.0892 0.8985
C: -1.1515 1.4763 0.7590
C: -0.3338 2.3497 1.6867
C: 0.9238 2.9043 0.9779
S: 2.4432 2.8985 1.9777
C: 3.3197 1.6316 1.1795
N: 3.4593 1.4517 -0.0907
N: 4.2059 0.2880 -0.2262
C: 4.4686 -0.1083 0.9652
O: 3.9372 0.6808 1.9221
C: -1.7124 2.1671 -0.3162
C: -2.4517 1.5214 -1.2750
C: -2.6388 0.1508 -1.1836
C: -2.0968 -0.5769 -0.1145
C: -2.3355 -2.0680 -0.1287
O: -1.9651 -2.8207 0.7452
C: -3.0299 -2.6795 -1.3105
C: -3.0971 -4.1848 -1.3269
C: -3.9187 -4.8222 -0.2083
F: -3.6355 -4.5774 -2.5549
C: -3.5263 -1.9453 -2.3028
C: -3.4363 -0.4800 -2.2740
O: -3.9888 0.1951 -3.1217
H: 2.2546 -0.6248 4.1750
H: 1.0891 -1.9299 3.9830
H: 2.5700 -1.9322 3.0393
H: 1.2794 0.5793 2.5066
H: 1.4699 -0.7601 1.3473
H: -1.8268 -0.4217 4.4690
H: -1.8913 1.0402 3.4676
H: -0.4003 0.6023 4.3154
H: -0.9710 3.2050 1.9108
H: -0.0652 1.8655 2.6103
H: 1.1339 2.3631 0.0591
H: 0.7835 3.9504 0.7135
H: 5.0526 -0.9846 1.1892
H: -1.5604 3.2365 -0.4057
H: -2.8869 2.0633 -2.1015
H: -2.0703 -4.5592 -1.3076
H: -4.1321 -4.1275 0.5966
H: -4.8441 -5.2061 -0.6333
H: -3.3798 -5.6612 0.2282
H: -4.0254 -2.3849 -3.1557
C: -3.7373 5.5554 3.8722
C: -3.9531 6.8131 3.4972
C: -2.8475 7.6685 2.9942
O: -3.0422 8.8136 2.6535
C: -1.4906 7.0652 2.9254
C: -1.2757 5.8076 3.3008
C: -2.3825 4.9533 3.8020
O: -2.1844 3.8045 4.1352
H: -4.5257 4.9119 4.2412
H: -4.9314 7.2748 3.5374
H: -0.7015 7.7089 2.5578
H: -0.2959 5.3466 3.2653
C: 7.6348 -2.5732 2.1550
C: 8.9537 -2.6994 2.2661
C: 9.7191 -3.6053 1.3697
O: 10.9196 -3.7211 1.4728
C: 8.9541 -4.3626 0.3462
C: 7.6347 -4.2364 0.2368
C: 6.8726 -3.3307 1.1308
O: 5.6685 -3.2158 1.0256
H: 7.0569 -1.9233 2.8007
H: 9.5323 -2.1595 3.0046
H: 9.5333 -5.0142 -0.2952
H: 7.0546 -4.7759 -0.5007
C: -3.6998 -2.1271 -8.5191
C: -2.5587 -1.4702 -8.7059
C: -1.9961 -0.5859 -7.6523
O: -0.9571 0.0133 -7.8265
C: -2.7562 -0.4653 -6.3831
C: -3.8972 -1.1223 -6.1955
C: -4.4597 -2.0057 -7.2478
O: -5.4978 -2.6074 -7.0785
H: -4.1298 -2.7765 -9.2710
H: -1.9864 -1.5424 -9.6220
H: -2.3320 0.1852 -5.6284
H: -4.4642 -1.0370 -5.2768

Computed properties:
**Spin multiplicity**: 1
**Structure (SMILES)**: CCP(C)c1c(CCSc2nnco2)ccc2c1C(=O)C([C@@H](C)F)=CC2=O.O=C1C=CC(=O)C=C1.O=C1C=CC(=O)C=C1.O=C1C=CC(=O)C=C1
**Orbital gap**: 6.26 eV
**LUMO level**: -1.85 eV
**Electronic energy**: -3055.04975 hartree
**HOMO energy**: -0.298 Ha

Here are the Löwdin charges for atoms 1 to 8, given in e: C -0.15; C -0.43; P 1.03; C -0.27; C -0.21; C -0.20; C -0.22; C -0.42